C27H26Br2F10N5RuSbSe | wB97M-V/def2-TZVPD

Positions of all 73 atoms, in Å:
C1 -3.09945 2.67523 2.78319
C2 5.86181 -0.41615 -1.28017
C3 1.44912 1.27926 3.07544
C4 6.33503 0.52722 -0.38482
C5 -2.85077 -0.46172 -0.15471
N1 0.23411 -2.80057 0.40687
H1 -0.92201 -4.14200 1.57999
C6 -0.12508 -3.30496 -0.93501
N2 2.70690 -1.45668 0.44997
N3 -1.47745 1.18132 1.96649
H2 -2.56942 -3.12119 0.16359
Br1 1.07098 -0.59157 3.33895
H3 1.47147 2.46636 -1.73849
C7 -5.27086 -0.09874 -0.53693
F1 7.45908 1.17233 -0.63122
H4 1.57437 -3.20950 1.94517
H5 -4.52627 4.15545 3.48611
H6 -1.17847 -1.69423 -3.25408
H7 -2.78383 -2.41319 1.74586
C8 -0.90906 -0.64572 -3.36376
C9 -1.52209 3.45060 1.03153
C10 -2.73290 0.79912 -0.74497
C11 -5.07533 1.15990 -1.07609
Se1 -2.46380 0.29083 3.16765
F2 6.12111 1.60120 1.69064
H8 -0.95205 -2.72415 -1.32678
C12 2.66039 -2.87451 0.15683
F3 -4.58334 -2.07022 0.39834
C13 5.63999 0.75568 0.78984
C14 -3.21925 4.93136 1.98602
C15 4.46661 0.07410 1.03688
F4 3.92415 0.21850 2.24404
H9 3.19751 -0.15873 -2.94919
H10 2.01028 -0.21810 -4.26779
H11 -1.79557 5.44957 0.42831
C16 1.48011 -3.42775 0.88199
F5 4.30247 -2.00862 -1.90265
C17 -1.97951 2.40176 1.90060
H12 2.37349 1.51079 3.58465
H13 0.60120 1.84387 3.43984
C18 4.69445 -1.10247 -1.00593
C19 0.74205 1.98568 -2.39061
C20 -3.70357 3.97683 2.80767
C21 -2.12894 4.65725 1.08654
C22 -2.09457 -2.46668 0.89924
N4 -1.75906 -1.15815 0.34144
H14 -0.71958 3.25918 0.33543
H15 -1.78585 -0.02945 -3.17751
Sb1 0.64939 -0.11060 -2.03008
H16 -0.40647 -4.36049 -0.87658
H17 2.59950 -3.08687 -0.91520
N5 -3.49751 1.67971 3.54279
H18 -0.51527 -2.59821 2.32900
Br2 1.66975 1.72246 1.20538
H19 2.41273 -1.69185 -3.36374
F6 -6.50180 -0.58101 -0.42666
F7 -6.09457 1.91419 -1.47307
F8 -3.49591 2.78632 -1.71440
F9 6.53046 -0.66068 -2.39850
H20 1.42509 -4.51429 0.75941
H21 -0.55274 -0.47857 -4.37933
H22 1.05130 2.13310 -3.42504
H23 0.72459 -3.20386 -1.60520
C23 -0.82012 -3.06791 1.39314
H24 -3.65169 5.92270 1.99024
C24 2.27434 -0.61769 -3.28881
H25 -0.23121 2.43571 -2.23686
C25 3.90995 -0.84474 0.13064
H26 3.57631 -3.36732 0.50126
C26 -4.20969 -0.87378 -0.09994
F10 -1.50796 1.32164 -0.94361
Ru1 0.28648 -0.68168 0.47797
C27 -3.77358 1.59539 -1.18123

## Properties
**Molar mass**: 1072.1 g/mol
**E**: -277585.3260 eV
**Kohn-Sham gap (spin up / spin down)**: 6.22 / 5.49 eV
**ΔE to the lowest compared entry with this formula, charge and spin**: 47.9 kcal per mole
**Charge**: +1
**Spin multiplicity**: 2
**E_LUMO (spin up / spin down)**: -4.12 / -4.54 eV

C27H26Br2MnN12O2 | wB97M-V/def2-TZVPD

Positions of all 70 atoms, in Å:
O1 0.92858 0.29962 -2.25445
H1 0.17725 5.13496 -1.40402
C1 -0.43839 -2.50634 -1.04567
C2 1.00767 -4.35310 -1.43000
N1 -1.72038 -0.63526 -0.41608
H2 -4.95713 0.20519 -0.73033
C3 -2.89179 -2.33145 -1.60479
H3 -0.28731 -2.30193 6.15794
H4 1.14625 2.25423 3.01329
C4 -1.72020 2.02392 -4.63907
H5 -2.17188 1.41170 -5.40860
H6 -2.89096 -3.27585 -2.12935
N2 2.22865 0.70172 -0.57160
C5 0.13055 3.39459 0.84103
C6 -0.73378 -3.94247 3.19797
Br1 -5.63374 -2.25439 -2.25019
H7 4.64299 1.09207 1.51193
H8 -0.71879 -4.56646 5.25842
H9 -0.72236 -3.08897 1.23785
C7 -0.19992 3.22238 -0.60428
N3 -0.06457 -0.07458 4.33138
C8 -4.06398 -1.60132 -1.49781
C9 -0.05388 0.48602 3.10648
C10 -4.05896 -0.38661 -0.83337
C11 2.05521 -3.60409 -0.92143
N4 -0.67688 2.09019 -1.05283
C12 -0.27060 -1.43936 4.16560
H10 -0.92421 -4.94531 2.83823
N5 4.39529 1.67149 -0.82312
H11 2.56117 -1.70018 -0.08295
H12 -0.42519 4.24844 1.24288
H13 -2.80005 1.01511 0.18031
N6 0.55844 -1.78264 -0.53315
H14 4.23888 1.81807 -1.81147
N7 3.72400 0.83975 1.17723
H15 0.02091 0.41436 5.20737
Br2 1.29271 -6.09604 -2.01054
C13 0.11249 1.94278 2.84876
N8 2.00804 0.76426 -1.93591
H16 2.79815 0.65812 2.91528
C14 -0.61445 -3.72883 4.58159
H17 -0.48500 5.18752 -4.25098
C15 -0.96070 2.33570 -2.41373
C16 -0.38042 -2.47151 5.09293
H18 1.19346 3.59288 0.99781
C17 -2.85859 0.05752 -0.31769
C18 -0.61505 3.63867 -2.73371
C19 1.77776 -2.32410 -0.48577
H19 -1.23644 2.00407 1.34726
C20 -0.61941 -2.90818 2.29233
H20 -1.82395 0.48833 -3.13989
C21 -1.33277 3.33970 -4.95491
O2 2.77502 1.26790 -2.73059
N9 2.84175 0.17016 2.02799
H21 -1.08083 -4.38087 -1.89118
H22 3.05763 -4.00331 -0.86547
H23 5.29907 1.85608 -0.42170
C22 -0.25919 -3.79914 -1.49905
Mn1 0.11930 0.16624 0.05369
C23 -1.74199 -1.81522 -1.03804
N10 -0.22795 -0.37864 2.14121
H24 -0.50808 2.52549 3.53752
C24 3.43588 1.08070 -0.11778
H25 -1.47673 3.70365 -5.96337
C25 -1.54005 1.50652 -3.37652
N11 -0.12366 4.18501 -1.54593
H26 3.17144 -0.77466 2.19589
C26 -0.77488 4.17318 -4.00999
N12 -0.23511 2.12909 1.45609
C27 -0.37836 -1.62657 2.79104

## Properties
**Molar mass**: 765.3 g/mol
**E**: -221788.8840 eV
**Kohn-Sham gap (spin up / spin down)**: 7.98 / 7.93 eV
**ΔE to the lowest compared entry with this formula, charge and spin**: 11.7 kcal per mole
**Charge**: +2
**Spin multiplicity**: 2
**E_LUMO (spin up / spin down)**: -5.42 / -5.44 eV